Molecular formula: C10H14BrN2
Method: DFT, the ωB97M-V functional and the def2-TZVPD basis

The value obtained for the energy above the lowest of the compared OMol25 structures with the same formula, charge and spin is 0.000 eV. The total energy is -83609.059 eV. As for the orbital gap (alpha / beta): 6.341 / 6.232 eV. As for the multiplicity: 3. Its charge is +1. Its LUMO energy (alpha / beta) is -3.308 / -7.651 eV. The expectation value of S² is 2.015.

XYZ file:
```
27
Properties=species:S:1:pos:R:3:forces:R:3:lowdin_spin:R:1
C -0.7756 2.9283 1.1756 1.700 -2.818 -0.473 0.18
C -0.2438 1.6425 1.0356 -0.264 1.336 2.677 0.12
C -1.4549 3.4600 0.0781 -2.383 1.621 -0.745 0.36
C -1.3352 1.4959 -1.0467 -2.590 2.359 -2.279 0.25
C -0.4880 0.8627 -0.1239 1.856 -1.402 1.533 0.33
C 0.9196 -2.3638 -1.4536 0.448 2.006 -1.674 0.00
C 0.2973 -0.9789 -1.6761 -1.957 -0.135 -0.839 0.03
C 0.3509 -2.7403 -0.1260 -1.008 -0.460 0.745 0.01
C -0.0633 -0.5003 -0.3338 -0.339 3.781 -0.451 0.20
C -0.2778 -1.5054 1.9381 0.186 -0.119 0.851 0.02
N -1.8775 2.7039 -0.9086 1.751 -2.988 -0.885 0.19
N -0.0328 -1.4438 0.5478 1.605 -2.955 -0.462 0.22
Br 3.1726 1.4229 0.4889 -0.060 -0.958 0.960 0.00
H -0.4787 3.6138 1.9150 0.335 0.372 1.192 0.00
H 0.3295 1.2241 1.8872 -0.275 0.483 -0.835 0.00
H -1.8431 4.4680 0.0056 0.638 0.349 0.326 0.02
H -1.7617 0.8668 -1.8053 -0.386 -0.099 -0.337 0.01
H 0.6237 -2.9533 -2.3436 0.632 -0.215 0.893 0.00
H 2.0122 -2.1007 -1.4203 -0.817 -1.160 0.083 0.00
H 0.7835 -0.2712 -2.3377 0.554 0.069 0.259 0.00
H -0.6985 -1.0745 -2.1284 -0.046 -0.405 -0.526 0.01
H -0.6057 -3.3402 -0.1373 1.136 0.313 -0.208 0.01
H 1.1275 -3.2444 0.4228 -0.114 -0.335 0.757 0.00
H -1.1356 -2.1679 2.1319 0.468 0.056 0.178 0.01
H 0.6603 -1.8228 2.4480 -0.798 -0.141 -0.176 0.01
H -0.5040 -0.5253 2.2888 -0.407 0.530 0.439 0.00
H 3.2990 2.3439 -0.5221 0.134 0.918 -1.003 0.00
```
Positions in Å, forces in eV/Å.